{
  "formula": "C34H31FNO22PS",
  "method": "ωB97M-V with the def2-TZVPD basis set",
  "total_energy_ha": -3863.6467,
  "smiles": "CCP(C)N(C)S(=O)(=O)F.O=C1C=C(O)C(=O)C=C1O.O=C1C=C(O)C(=O)C=C1O.O=C1C=C(O)C(=O)C=C1O.O=C1C=C(O)C(=O)C=C1O.O=C1C=C(O)C(=O)C=C1O",
  "orbital_gap_ev": 7.3,
  "spin_multiplicity": 1,
  "charge": 0,
  "lumo_ev": -1.966,
  "max_force_ev_per_a": 0.715,
  "symbols": ["C", "C", "P", "C", "N", "C", "S", "O", "O", "F", "H", "H", "H", "H", "H", "H", "H", "H", "H", "H", "H", "C", "C", "C", "O", "C", "C", "C", "O", "O", "O", "H", "H", "H", "H", "C", "C", "C", "O", "C", "C", "C", "O", "O", "O", "H", "H", "H", "H", "C", "C", "C", "O", "C", "C", "C", "O", "O", "O", "H", "H", "H", "H", "C", "C", "C", "O", "C", "C", "C", "O", "O", "O", "H", "H", "H", "H", "C", "C", "C", "O", "C", "C", "C", "O", "O", "O", "H", "H", "H", "H"],
  "positions_angstrom": [[-1.21830, 2.07790, 0.97053], [0.23176, 1.73439, 0.63129], [0.47330, 0.54928, -0.77724], [-1.05246, -0.46828, -0.73608], [1.67926, -0.48629, 0.00630], [1.28508, -1.31851, 1.17395], [2.72458, -1.32095, -0.93907], [4.01834, -1.32134, -0.35896], [2.15102, -2.53596, -1.41452], [2.79228, -0.36995, -2.16986], [-1.68402, 1.27146, 1.53382], [-1.81385, 2.26312, 0.07552], [-1.25599, 2.98717, 1.57119], [0.74315, 1.32900, 1.50693], [0.77386, 2.63487, 0.33779], [-0.99385, -1.18187, -1.55896], [-1.89479, 0.19648, -0.93211], [-1.25469, -1.00927, 0.18829], [0.31568, -0.99305, 1.52611], [1.24194, -2.37639, 0.91685], [1.99155, -1.17485, 1.98868], [-2.77083, 6.70198, 1.60292], [-2.63996, 7.69891, 2.49187], [-3.19577, 7.61282, 3.90417], [-2.99808, 8.58244, 4.61426], [-3.90612, 6.42152, 4.30397], [-4.03569, 5.42493, 3.41525], [-3.46523, 5.50452, 2.00942], [-3.64504, 4.53066, 1.29683], [-4.66589, 4.29094, 3.66341], [-2.02647, 8.84075, 2.24198], [-2.37868, 6.75831, 0.59748], [-4.31084, 6.36985, 5.30459], [-4.58672, 3.74674, 2.85318], [-2.08576, 9.36248, 3.06939], [2.44005, -5.24405, -5.48256], [2.20784, -5.06045, -4.17261], [2.83246, -5.94402, -3.10589], [2.53891, -5.69489, -1.95252], [3.71285, -7.01702, -3.51866], [3.95133, -7.18356, -4.82642], [3.33300, -6.29260, -5.88930], [3.66115, -6.53402, -7.04176], [4.73990, -8.12140, -5.32947], [1.43686, -4.10378, -3.69867], [2.00720, -4.60732, -6.24080], [4.14997, -7.64751, -2.75765], [4.71739, -7.98418, -6.29971], [1.50173, -4.13070, -2.72139], [-0.72120, 1.62757, 6.69832], [-0.87861, 0.88828, 5.59129], [0.29540, 0.29363, 4.82992], [-0.00166, -0.36937, 3.85115], [1.63590, 0.54882, 5.29208], [1.79537, 1.29227, 6.39889], [0.62118, 1.86905, 7.17513], [0.90493, 2.51448, 8.16751], [2.96625, 1.59530, 6.92500], [-2.05145, 0.60066, 5.04824], [-1.55089, 2.05084, 7.24647], [2.46916, 0.13494, 4.74189], [2.77293, 2.13514, 7.71961], [-1.88515, 0.05436, 4.24470], [-4.47916, -1.77632, 1.41637], [-5.77713, -1.93600, 1.10671], [-6.86211, -1.00786, 1.63097], [-7.99552, -1.25485, 1.26357], [-6.48988, 0.07216, 2.51409], [-5.19533, 0.22812, 2.82783], [-4.11070, -0.68446, 2.27542], [-2.95870, -0.41841, 2.59312], [-4.75390, 1.17116, 3.64529], [-6.23923, -2.89151, 0.32757], [-3.70302, -2.42743, 1.03994], [-7.26670, 0.71573, 2.90163], [-3.78811, 1.05806, 3.73806], [-7.20882, -2.75529, 0.27773], [5.55922, -0.73181, -7.80190], [5.41606, -1.82661, -7.03946], [4.46302, -1.87821, -5.85747], [4.41860, -2.93468, -5.25103], [3.68400, -0.70839, -5.53025], [3.82872, 0.38564, -6.29277], [4.77389, 0.43562, -7.48174], [4.80070, 1.48742, -8.09745], [3.17624, 1.51898, -6.10002], [6.07384, -2.95560, -7.23217], [6.23445, -0.68853, -8.64437], [3.01338, -0.75226, -4.68394], [3.48348, 2.12341, -6.80728], [5.75714, -3.57238, -6.54039]],
  "atomic_forces_ev_per_a": [[0.1, 0.0, -0.1], [0.0, -0.2, 0.0], [0.0, 0.2, 0.1], [0.0, -0.2, 0.0], [-0.3, -0.3, -0.5], [0.4, 0.2, 0.2], [0.0, 0.1, 0.2], [-0.1, -0.1, 0.0], [0.0, 0.0, 0.0], [0.0, 0.1, 0.0], [-0.1, 0.0, 0.0], [0.0, 0.1, 0.0], [0.0, 0.0, 0.0], [0.0, 0.0, 0.0], [0.0, 0.0, 0.0], [0.0, 0.0, 0.0], [0.0, 0.0, -0.1], [0.0, 0.1, 0.1], [-0.1, 0.0, 0.0], [-0.1, 0.0, 0.0], [0.1, 0.0, 0.0], [0.0, 0.0, 0.0], [0.0, 0.0, 0.1], [0.0, 0.0, 0.0], [0.0, 0.0, 0.0], [0.0, 0.0, 0.1], [0.0, 0.0, -0.1], [0.0, 0.0, -0.1], [0.0, 0.0, 0.1], [0.0, 0.0, 0.1], [0.0, 0.0, 0.0], [0.0, 0.0, 0.0], [0.0, 0.0, 0.0], [0.0, 0.0, 0.0], [0.0, 0.0, 0.0], [-0.1, 0.0, -0.1], [0.1, 0.0, 0.0], [0.0, 0.0, 0.0], [0.0, 0.0, 0.0], [0.0, 0.0, 0.0], [0.0, 0.0, 0.0], [0.0, 0.0, 0.0], [0.0, 0.0, 0.0], [0.0, 0.0, 0.0], [-0.1, 0.0, 0.0], [0.0, 0.0, 0.0], [0.0, 0.0, 0.0], [0.0, 0.0, 0.0], [0.1, 0.0, 0.0], [-0.1, 0.0, 0.0], [0.1, 0.0, -0.1], [-0.2, 0.0, 0.0], [0.1, 0.0, 0.0], [0.0, 0.0, 0.0], [-0.1, 0.0, 0.0], [0.0, 0.0, 0.0], [0.0, 0.0, 0.0], [0.1, 0.0, 0.0], [-0.1, 0.0, 0.0], [0.0, 0.0, 0.0], [0.0, 0.0, 0.0], [0.0, 0.0, 0.0], [0.1, 0.0, 0.1], [0.0, 0.0, 0.0], [0.0, 0.0, 0.0], [0.0, 0.0, 0.0], [0.0, 0.0, 0.0], [0.0, 0.0, 0.0], [0.1, -0.1, 0.0], [0.0, 0.1, 0.0], [-0.1, -0.1, 0.1], [0.0, 0.1, -0.1], [0.0, 0.0, 0.0], [0.0, 0.0, 0.0], [0.0, 0.0, 0.0], [0.0, 0.0, 0.1], [0.0, 0.0, 0.0], [0.0, 0.0, 0.0], [0.0, 0.0, 0.0], [0.0, 0.0, 0.0], [0.1, 0.0, 0.0], [0.0, 0.0, 0.0], [0.0, 0.0, 0.0], [0.0, 0.0, 0.0], [0.0, 0.0, 0.0], [0.0, 0.0, 0.0], [0.0, 0.0, 0.0], [0.0, 0.0, 0.0], [0.0, 0.0, 0.0], [0.0, 0.0, 0.0], [0.0, 0.0, 0.0]],
  "lowdin_charge": [-0.152, -0.394, 0.953, -0.280, -0.452, -0.121, 0.528, -0.228, -0.257, -0.177, 0.043, 0.067, 0.064, 0.061, 0.065, 0.038, 0.035, 0.025, 0.044, 0.089, 0.083, 0.071, -0.232, -0.311, 0.104, 0.073, -0.229, -0.311, 0.090, 0.112, 0.121, 0.136, 0.136, 0.106, 0.122, 0.048, -0.236, -0.304, 0.110, 0.072, -0.235, -0.319, 0.087, 0.110, 0.110, 0.136, 0.134, 0.117, 0.086, 0.077, -0.216, -0.295, 0.091, 0.076, -0.230, -0.308, 0.107, 0.125, 0.090, 0.137, 0.136, 0.123, 0.083, 0.075, -0.226, -0.306, 0.112, 0.079, -0.213, -0.282, 0.059, 0.119, 0.130, 0.136, 0.139, 0.095, 0.125, 0.071, -0.227, -0.295, 0.102, 0.078, -0.228, -0.311, 0.099, 0.119, 0.122, 0.135, 0.122, 0.119, 0.118]
}